[1]
{"formula": "C2H3Br2NO4S", "method": "the ωB97M-V functional and the def2-TZVPD basis", "largest_force_ev_per_a": 5.49, "gap_ev": 8.67, "de_lowest_kj_mol": 74.88, "molar_mass_g_mol": 296.92, "e_tot_ev": -162716.844, "species": ["C", "C", "N", "O", "O", "O", "O", "S", "Br", "Br", "H", "H", "H"], "xyz": [[-0.22633, -0.56466, 0.11254], [2.76659, -0.16007, 0.02065], [4.18136, 0.62508, 1.40287], [4.56718, -0.19133, 2.10502], [4.29998, 1.73935, 1.24947], [1.20682, 1.13024, 1.50547], [1.49471, -1.24547, 2.04230], [1.28832, -0.21066, 1.05394], [2.79170, 1.22682, -1.32449], [3.34455, -1.84751, -0.60189], [-0.39978, -1.70806, -0.11269], [-1.00733, -0.10184, 0.75450], [-0.38658, -0.02663, -0.90023]], "forces_ev_per_angstrom": [[-0.936, -0.948, -1.898], [1.319, 0.830, 0.047], [-3.682, -2.973, -2.782], [1.464, -2.258, 2.112], [0.787, 4.282, -0.488], [-0.487, 1.386, 0.288], [-0.260, 0.263, -1.048], [0.068, -1.062, 0.463], [-0.285, -0.643, 0.618], [-0.005, 0.138, 0.217], [0.511, 2.314, 0.905], [0.483, -0.702, -0.099], [1.022, -0.628, 1.665]]}



[2]
{"formula": "C7H7N2O3S", "method": "the ωB97M-V functional and the def2-TZVPD basis", "largest_force_ev_per_a": 4.63, "smiles": "C[C@](NC=O)(C(=O)[O-])c1nccs1", "gap_ev": 7.95, "de_lowest_kj_mol": 49.20, "total_charge": -1, "molar_mass_g_mol": 199.21, "e_tot_ev": -27331.500, "species": ["C", "C", "N", "C", "O", "C", "O", "O", "C", "N", "C", "C", "S", "H", "H", "H", "H", "H", "H", "H"], "xyz": [[1.08184, 0.89517, -1.46727], [0.83892, -0.05928, -0.24285], [1.29541, 0.87731, 1.11252], [0.61300, 1.91464, 1.54127], [-0.16368, 2.59843, 0.91251], [1.71653, -1.44532, 0.01905], [2.27475, -1.56454, 1.08140], [1.61220, -2.17671, -0.92831], [-0.60275, -0.36609, -0.24711], [-1.39125, -0.57250, -1.22915], [-2.62974, -1.03784, -0.82736], [-2.77649, -1.30408, 0.50248], [-1.35167, -0.78381, 1.30955], [0.90853, 1.95338, -1.19924], [2.21466, 0.97682, -1.73810], [0.49779, 0.49286, -2.23320], [1.85774, 0.19428, 1.72381], [0.96566, 2.31521, 2.64248], [-3.31463, -1.14952, -1.65286], [-3.64682, -1.75844, 0.92037]], "forces_ev_per_angstrom": [[3.725, 0.183, 1.725], [1.906, 3.465, 1.878], [-0.045, -4.378, -1.516], [1.196, 1.893, 2.370], [-0.836, 0.169, -0.247], [-1.564, 1.915, -1.403], [1.160, 0.301, 2.581], [-0.089, -1.676, -2.150], [-0.631, -0.752, 2.460], [-0.409, 0.340, -0.619], [0.795, -0.095, -0.247], [0.396, 0.649, -1.323], [0.124, -0.296, -0.033], [-0.839, -0.770, -0.097], [-1.849, -0.825, 0.243], [-0.687, -0.091, -1.590], [-1.064, 1.339, -0.986], [-0.617, -1.084, -1.917], [-0.456, -0.347, 0.313], [-0.216, 0.062, 0.558]]}



[3]
{"formula": "C6H11AgF6N5O12S6", "method": "the ωB97M-V functional and the def2-TZVPD basis", "largest_force_ev_per_a": 13.82, "gap_ev": 8.31, "de_lowest_kj_mol": 475.88, "total_charge": -1, "molar_mass_g_mol": 759.44, "e_tot_ev": -123730.754, "species": ["Ag", "C", "C", "N", "C", "C", "N", "C", "C", "H", "H", "H", "H", "H", "H", "H", "H", "H", "H", "H", "N", "S", "O", "O", "F", "S", "O", "O", "F", "N", "S", "O", "O", "F", "S", "O", "O", "F", "N", "S", "O", "O", "F", "S", "O", "O", "F"], "xyz": [[-1.86433, 1.59062, 0.72716], [1.59330, 0.20464, 1.01810], [1.77317, -1.33630, 0.89215], [2.57525, -1.67000, -0.26569], [3.63068, -1.09854, -0.94070], [3.96194, -1.86916, -1.95852], [3.00906, -2.80351, -2.17386], [2.22325, -2.78754, -1.01753], [3.16694, -3.90290, -3.02283], [2.39506, 0.83929, 0.64060], [1.45245, 0.53119, 2.04845], [0.82426, 0.59226, 0.34995], [0.77415, -1.71112, 0.66953], [2.25535, -1.67612, 1.80874], [4.02504, -0.20269, -0.48425], [4.79525, -1.83044, -2.64444], [1.33737, -3.32493, -0.71284], [2.52671, -3.74069, -3.88995], [2.92363, -4.81226, -2.47333], [4.18448, -3.96421, -3.40879], [-1.63682, 3.71802, -0.34720], [-0.04558, 4.20234, -0.12608], [0.18188, 5.26948, 0.85719], [0.95094, 4.20947, -1.14839], [0.46649, 3.02868, 0.80124], [-1.97702, 4.59688, -1.50957], [-1.80446, 4.08126, -2.86691], [-1.86855, 6.05797, -1.23814], [-3.58576, 4.33568, -1.40994], [-1.47162, -0.40764, -0.68073], [-2.25852, -1.86719, -0.63974], [-1.44132, -2.98889, -0.30398], [-3.49297, -2.11990, -1.39569], [-2.95449, -1.50328, 0.82058], [-1.17072, -0.57811, -2.14891], [-2.29137, -0.14763, -3.03592], [-0.20691, -1.53885, -2.64710], [-0.14035, 0.69613, -2.28944], [-2.55894, 1.19762, 3.03868], [-3.63698, 0.35538, 3.57397], [-4.46451, 0.96792, 4.63416], [-3.59535, -1.08848, 3.47284], [-4.67917, 0.60966, 2.43018], [-1.41468, 0.47363, 4.06527], [-0.65308, -0.62581, 3.52135], [-1.62189, 0.50607, 5.53517], [-0.19125, 1.53189, 3.87527]], "forces_ev_per_angstrom": [[-0.324, -0.146, 0.077], [0.241, 0.418, -0.499], [-0.296, 2.681, 0.448], [-0.527, -3.823, -3.668], [-0.271, 1.693, 3.252], [1.061, 0.454, -2.528], [-1.169, 0.134, 5.387], [0.798, 2.871, -0.370], [-0.300, -1.395, -1.696], [0.783, -0.478, 0.171], [-0.404, -0.280, -0.118], [-0.566, -0.432, 0.341], [0.173, -0.515, 0.630], [-0.271, -0.481, -0.202], [0.455, -0.121, -0.495], [-0.108, 0.373, 0.095], [0.025, -0.446, -0.629], [-0.178, -0.473, 0.006], [-0.047, -0.041, -0.419], [0.019, 0.035, 0.279], [4.635, -1.951, 3.093], [3.692, 2.889, 4.937], [-1.931, -1.095, -1.852], [-1.504, -0.692, -1.336], [-0.759, -1.836, -0.023], [-6.237, 4.914, -6.823], [1.083, 0.922, 2.314], [0.566, -3.567, -0.675], [0.634, 0.262, 0.523], [-1.070, -2.518, 1.982], [-6.336, -1.901, 5.731], [0.896, 0.333, -0.647], [3.190, 0.921, 0.388], [1.035, -0.230, -1.346], [2.028, 6.346, -10.027], [2.789, -1.784, 2.233], [-1.290, -1.097, 1.107], [-0.758, -0.005, 0.724], [7.032, 1.291, 0.205], [-13.271, -3.034, 2.360], [2.745, -1.252, -0.629], [1.640, 1.028, 1.092], [-0.310, 0.584, -1.945], [6.199, 0.666, 2.640], [-1.886, -0.171, -0.167], [-0.587, 0.064, -3.921], [-1.319, 0.886, -0.003]]}



[4]
{"formula": "C13H9OP", "method": "the ωB97M-V functional and the def2-TZVPD basis", "largest_force_ev_per_a": 4.84, "gap_ev": [8.29, 7.01], "multiplicity": 3, "molar_mass_g_mol": 212.19, "e_tot_ev": -24959.748, "species": ["C", "C", "C", "C", "C", "C", "C", "C", "C", "C", "C", "C", "C", "O", "P", "H", "H", "H", "H", "H", "H", "H", "H", "H"], "xyz": [[-1.45845, -0.29066, -2.80274], [1.80213, -1.60908, 1.77252], [-2.04893, 0.94760, -2.89269], [1.76392, -0.78723, 2.86911], [-0.48679, -0.61928, -1.83826], [1.19002, -1.21514, 0.57723], [-1.62936, 1.89596, -2.07613], [1.15104, 0.44824, 2.79690], [-0.16244, 0.36780, -0.82654], [0.58854, 0.01561, 0.43542], [-0.75682, 1.59833, -0.99972], [0.62497, 0.91547, 1.55228], [0.08483, 2.19580, 1.46531], [1.59108, 2.61930, -0.82894], [0.27123, 2.91970, -0.20513], [-1.59558, -1.07652, -3.64157], [2.29206, -2.63826, 1.68183], [-2.79939, 1.12871, -3.71611], [2.08897, -1.11283, 3.93964], [0.03991, -1.48040, -1.98589], [1.30678, -2.03421, -0.21054], [-2.08478, 2.91306, -2.04333], [1.06343, 1.10927, 3.53360], [-0.40614, 2.65826, 2.40714]], "forces_ev_per_angstrom": [[1.693, -2.916, -1.125], [0.535, -1.769, -1.373], [-2.006, -1.294, -2.969], [0.200, -0.165, 3.413], [-1.855, 3.886, 0.344], [0.965, -1.740, -0.486], [0.139, 2.903, 3.229], [-0.174, -2.138, -4.343], [-0.645, -2.204, -0.334], [0.133, 0.481, -0.997], [0.278, 1.617, -0.963], [0.090, -1.936, 0.305], [-0.687, 2.132, 1.359], [1.037, 0.768, 0.058], [-1.741, -1.404, 0.614], [-0.100, 1.419, 1.552], [-0.646, 1.661, 0.891], [0.899, -0.087, 1.107], [-0.229, 0.402, -2.256], [1.161, -2.337, 0.189], [-0.686, 1.718, 0.704], [0.541, -0.794, -0.473], [-0.073, 2.265, 3.389], [1.172, -0.468, -1.834]]}



[5]
{"formula": "C28H53BI2IrN3OP2", "method": "the ωB97M-V functional and the def2-TZVPD basis", "largest_force_ev_per_a": 1.51, "gap_ev": [7.02, 4.05], "de_lowest_kj_mol": 223.51, "total_charge": 2, "multiplicity": 5, "molar_mass_g_mol": 966.54, "e_tot_ev": -74696.082, "species": ["Ir", "C", "C", "C", "C", "P", "C", "N", "B", "N", "C", "P", "C", "C", "C", "C", "C", "C", "C", "C", "C", "C", "C", "C", "C", "C", "C", "C", "C", "C", "H", "H", "H", "H", "H", "H", "H", "H", "H", "H", "H", "H", "H", "H", "H", "H", "H", "H", "H", "H", "H", "H", "H", "H", "H", "H", "H", "H", "H", "H", "H", "H", "H", "H", "H", "H", "H", "H", "H", "H", "H", "H", "H", "H", "C", "N", "C", "C", "C", "O", "H", "H", "H", "H", "H", "H", "H", "H", "H", "I", "I"], "xyz": [[0.68467, 0.07469, 0.74993], [0.04575, 3.46307, -3.83729], [-0.67317, 2.11259, -3.79108], [0.23208, 1.01953, -4.37998], [-1.96992, 2.20220, -4.60756], [-1.00975, 1.60347, -1.99236], [-1.99021, 0.05244, -2.19270], [-1.40024, -1.07162, -1.50650], [-0.36657, -1.18769, -0.51074], [-0.27254, -2.60839, -0.25680], [0.50238, -3.15509, 0.82491], [0.36667, -1.83110, 2.10992], [-1.35992, -2.02590, 2.86054], [-1.69008, -3.50217, 3.08764], [-2.38994, -1.42260, 1.89866], [-1.40569, -1.24728, 4.18109], [1.82593, -2.15158, 3.25276], [3.05577, -1.66523, 2.47347], [1.73267, -1.37561, 4.56795], [1.93546, -3.65139, 3.54083], [-1.16088, -3.29478, -1.04729], [-1.46023, -4.65284, -1.12983], [-2.47918, -5.03612, -1.97858], [-3.18485, -4.09308, -2.73739], [-2.89126, -2.74382, -2.66814], [-1.86709, -2.34404, -1.81691], [-2.06499, 2.82583, -1.00576], [-3.16244, 3.46371, -1.85596], [-2.68956, 2.04303, 0.15471], [-1.11784, 3.90141, -0.45746], [0.23991, 3.71805, -4.88030], [1.00670, 3.43587, -3.32542], [-0.56257, 4.26227, -3.41495], [0.58630, 1.34516, -5.35901], [-0.29867, 0.07772, -4.52642], [1.11184, 0.82512, -3.76519], [-1.69169, 2.14606, -5.66176], [-2.48310, 3.14697, -4.45160], [-2.67238, 1.39049, -4.41887], [-2.02020, -0.18503, -3.25619], [-3.01364, 0.23668, -1.85226], [1.54945, -3.27446, 0.54289], [0.11293, -4.11380, 1.16087], [-1.86669, -4.02719, 2.14781], [-2.61364, -3.55701, 3.66687], [-0.92028, -4.02659, 3.65152], [-2.46916, -1.98651, 0.96936], [-2.15549, -0.38086, 1.67295], [-3.36904, -1.44841, 2.38085], [-0.92354, -1.79548, 4.98712], [-2.44672, -1.08908, 4.46635], [-0.93884, -0.26435, 4.08996], [2.99992, -0.59035, 2.28838], [3.18292, -2.17952, 1.51881], [3.94930, -1.85326, 3.07083], [1.42475, -0.34022, 4.42116], [2.71832, -1.36115, 5.03565], [1.05185, -1.84921, 5.27218], [2.04466, -4.25079, 2.63661], [1.08510, -4.01790, 4.11359], [2.82962, -3.81371, 4.14527], [-0.91632, -5.38603, -0.54858], [-2.73900, -6.08207, -2.06352], [-3.97692, -4.43175, -3.39094], [-3.46083, -2.03105, -3.25047], [-3.75386, 2.72755, -2.40201], [-2.76649, 4.19774, -2.55627], [-3.83639, 3.98966, -1.17643], [-3.58329, 1.49638, -0.14847], [-2.97600, 2.73556, 0.94695], [-1.97445, 1.33590, 0.57941], [-0.59826, 4.43136, -1.25695], [-0.38020, 3.47030, 0.22131], [-1.69514, 4.63686, 0.10473], [4.85202, 1.66747, 1.38032], [4.19421, 2.34203, 0.26673], [4.81437, 3.59794, -0.14086], [3.16742, 1.80103, -0.36040], [2.63584, 2.47148, -1.59335], [2.65471, 0.72294, 0.05607], [5.91084, 1.54687, 1.14719], [4.41084, 0.69046, 1.54196], [4.75866, 2.26287, 2.28739], [5.14712, 4.12352, 0.75178], [4.11533, 4.23999, -0.66631], [5.68509, 3.41647, -0.77419], [3.43015, 2.74791, -2.28437], [2.07845, 3.36896, -1.31434], [1.96093, 1.77158, -2.07797], [0.54665, 2.05003, 2.64136], [3.07156, 2.20690, 4.82310]], "forces_ev_per_angstrom": [[0.748, 0.097, 0.570], [-0.003, -0.001, 0.047], [0.610, 0.017, 0.307], [-0.008, -0.103, 0.066], [-0.195, -0.024, 0.138], [-1.344, 0.243, -0.654], [0.414, -0.155, 0.325], [0.043, 0.246, -0.203], [-0.220, -0.214, 0.388], [0.248, 0.237, -0.010], [0.009, 0.223, 0.017], [0.084, -0.006, -0.566], [0.217, 0.281, -0.072], [0.042, -0.021, -0.019], [0.040, -0.022, -0.022], [0.037, 0.020, 0.009], [-0.132, 0.315, -0.072], [-0.027, 0.017, -0.034], [-0.059, -0.010, 0.039], [-0.044, -0.022, -0.076], [-0.438, 0.026, -0.358], [0.120, 0.110, 0.062], [-0.093, 0.066, -0.120], [0.040, -0.160, 0.010], [0.044, 0.118, -0.017], [-0.025, -0.527, 0.259], [0.510, -0.088, 0.339], [0.045, -0.074, -0.267], [0.088, -0.156, -0.073], [0.084, -0.014, -0.071], [-0.026, -0.023, -0.020], [-0.046, 0.039, -0.029], [0.026, 0.012, -0.022], [-0.052, 0.036, -0.012], [0.028, -0.011, 0.021], [0.009, -0.020, -0.019], [0.049, 0.001, 0.002], [-0.013, -0.025, 0.006], [0.002, 0.004, -0.052], [-0.034, 0.173, -0.056], [-0.012, 0.051, -0.016], [0.013, -0.111, 0.070], [-0.021, 0.012, 0.055], [0.019, -0.016, 0.011], [-0.005, 0.015, 0.003], [-0.047, -0.020, 0.012], [0.005, 0.034, -0.033], [-0.062, -0.016, 0.041], [0.015, -0.015, 0.045], [-0.036, 0.046, -0.012], [-0.025, -0.058, -0.036], [-0.050, -0.008, 0.065], [0.010, -0.071, 0.063], [0.013, 0.031, -0.020], [-0.018, -0.043, 0.041], [0.049, -0.042, 0.034], [0.025, 0.007, -0.045], [0.032, 0.015, -0.035], [0.007, -0.019, 0.021], [0.040, -0.031, 0.010], [0.004, 0.024, 0.017], [0.009, -0.005, -0.009], [0.004, 0.000, 0.008], [-0.004, 0.016, 0.006], [0.002, -0.003, -0.010], [-0.045, 0.029, 0.016], [-0.017, -0.025, -0.010], [0.027, -0.012, 0.047], [0.021, -0.007, -0.021], [0.008, 0.047, -0.030], [-0.031, 0.054, 0.104], [-0.012, 0.025, 0.034], [-0.030, 0.044, -0.021], [-0.040, -0.020, -0.003], [0.130, -0.103, 0.166], [-0.126, -0.202, -0.099], [0.129, 0.130, -0.118], [0.353, 0.516, 0.139], [-0.149, -0.098, 0.158], [-0.766, -0.506, 0.141], [-0.021, 0.028, -0.052], [0.020, 0.088, -0.036], [-0.045, 0.001, -0.044], [-0.032, -0.040, 0.027], [-0.025, -0.021, 0.015], [-0.029, -0.038, 0.013], [-0.014, 0.023, 0.001], [0.037, 0.025, -0.015], [0.028, -0.008, -0.005], [-0.263, -0.370, -0.585], [0.142, 0.039, 0.133]]}



[6]
{"formula": "C4H13N3O", "method": "the ωB97M-V functional and the def2-TZVPD basis", "largest_force_ev_per_a": 4.33, "smiles": "[H]/N=C(/N)O.C=CC.N", "gap_ev": 9.23, "de_lowest_kj_mol": 240.21, "molar_mass_g_mol": 119.17, "e_tot_ev": -10875.188, "species": ["H", "N", "C", "N", "O", "H", "H", "H", "C", "C", "C", "H", "H", "H", "H", "H", "H", "N", "H", "H", "H"], "xyz": [[-0.09878, 3.01855, -1.55127], [0.73795, 2.66330, -1.10267], [0.81746, 1.36797, -1.16175], [1.91899, 0.68694, -0.69613], [-0.22085, 0.61491, -1.55156], [2.21571, -0.09719, -1.25620], [2.67285, 1.28930, -0.40673], [-0.16398, -0.27222, -1.14981], [0.31339, -2.28262, -0.12999], [-0.59502, -1.69348, 0.63842], [-2.06704, -1.92242, 0.54253], [1.37016, -2.12299, 0.02880], [0.03828, -3.00105, -0.89137], [-0.28685, -0.90624, 1.31917], [-2.57852, -0.98427, 0.31785], [-2.31317, -2.65120, -0.22941], [-2.45641, -2.27992, 1.49773], [0.24663, 1.93462, 1.42050], [0.75790, 1.94086, 2.29653], [-0.73314, 2.08853, 1.65157], [0.42446, 2.60862, 0.41376]], "forces_ev_per_angstrom": [[-0.265, -0.268, 0.198], [0.754, -0.865, -1.061], [-0.312, 0.920, 0.156], [-0.213, 0.229, -0.309], [0.244, -0.102, -0.374], [-0.104, -0.056, 0.097], [-0.026, 0.072, -0.095], [0.124, 0.004, 0.004], [0.073, -0.229, 0.112], [-0.101, 0.345, -0.272], [-0.033, -0.001, -0.053], [0.059, 0.179, -0.070], [-0.080, -0.152, 0.020], [0.158, -0.108, 0.207], [-0.050, -0.008, 0.019], [-0.014, -0.017, 0.008], [-0.025, 0.007, -0.008], [-1.009, 1.193, -2.175], [0.295, 0.674, -0.489], [0.176, -0.054, 0.149], [0.348, -1.764, 3.936]]}



Question: Which formula does entry 4 have?
Answer: C13H9OP